# 1
{
  "formula": "C34H45AsO10P3V",
  "method": "ωB97M-V with the def2-TZVPD basis set",
  "species": ["As", "V", "P", "P", "P", "O", "O", "O", "O", "O", "O", "O", "O", "O", "O", "C", "C", "C", "C", "C", "C", "C", "C", "C", "C", "C", "C", "C", "C", "C", "C", "C", "C", "C", "C", "C", "C", "C", "C", "C", "C", "C", "C", "C", "C", "C", "C", "C", "C", "H", "H", "H", "H", "H", "H", "H", "H", "H", "H", "H", "H", "H", "H", "H", "H", "H", "H", "H", "H", "H", "H", "H", "H", "H", "H", "H", "H", "H", "H", "H", "H", "H", "H", "H", "H", "H", "H", "H", "H", "H", "H", "H", "H", "H"],
  "positions_angstrom": [[4.34923, 0.12052, 0.91593], [-1.82135, -0.17661, -1.49827], [-0.17248, 0.67145, 0.33820], [0.58116, -0.64774, -3.52243], [-1.60730, -2.66776, -3.69386], [-0.27729, 0.39996, -2.90815], [-0.72837, -3.46826, -2.55826], [-3.02331, 1.36063, -0.59543], [-3.21349, -1.24057, -0.22083], [1.29135, -1.55807, -2.43550], [-3.66119, 0.92605, -3.10982], [0.70812, -2.67690, -5.08898], [1.73831, 0.05406, -4.33619], [-2.26721, -3.61311, -4.60521], [-2.35272, -1.59048, -2.94589], [-1.09142, -1.65040, 3.52850], [0.29627, 3.15050, -0.76862], [-0.72210, 5.22177, -0.09274], [4.66734, 1.98783, 3.16991], [1.60401, 0.33860, 0.04446], [-0.29757, -1.76433, -4.63491], [6.42413, 0.35891, 4.56442], [-3.85220, 0.90700, 0.47043], [2.39580, -2.95939, 3.08897], [-0.69363, -0.90307, 4.62629], [-1.35924, 4.56234, 0.94871], [5.89981, -0.06058, 3.35171], [5.19473, 2.41166, 4.38261], [3.63296, -1.60499, 1.52144], [6.07127, 1.59725, 5.08317], [3.70567, -2.69625, 0.66103], [-3.50616, -2.62279, -0.45529], [-0.95724, -1.12729, 2.25062], [2.97530, -1.74939, 2.74099], [-3.44810, 2.47570, -1.37878], [-4.41845, 0.30147, -4.13752], [-0.15331, 0.36356, 4.44460], [-0.42117, 0.14517, 2.05750], [-0.93302, -0.98537, -5.77983], [5.00911, 0.74524, 2.64603], [-4.34932, 1.98814, -2.48963], [2.46840, -4.04267, 2.22135], [-4.36187, -0.47429, 0.13245], [-0.33215, 2.48215, 0.28450], [2.57693, 1.02262, 0.99233], [0.10514, 4.51193, -0.95175], [-0.01225, 0.88653, 3.16879], [3.12705, -3.91105, 1.00797], [-1.17057, 3.20012, 1.13544], [3.98794, 2.64179, 2.63569], [-5.35527, -0.10159, -3.73726], [-1.26255, -1.71161, 1.39097], [2.68558, 2.07807, 0.73936], [-4.85907, -0.92049, 0.99761], [0.16674, 0.94397, 5.30011], [7.11023, -0.28089, 5.10401], [6.48236, 1.92686, 6.02819], [-3.82476, -0.52298, -4.51800], [-1.67670, 2.70131, 1.95229], [-1.50182, -2.64267, 3.66461], [2.92527, -0.91288, 3.43035], [-0.79968, -1.30709, 5.62454], [3.20131, -4.75626, 0.33532], [-3.94398, 3.21449, -0.74693], [1.67899, -0.75083, 0.11792], [6.17780, -1.03127, 2.95582], [4.22348, -2.59681, -0.28665], [-0.16430, -0.51495, -6.39235], [0.41915, 1.87032, 3.03983], [-1.51468, -1.67188, -6.39546], [-4.64757, 1.01432, -4.93342], [-5.31156, 1.64231, -2.08358], [0.92624, 2.60390, -1.45974], [0.60526, 5.01823, -1.76694], [-2.53319, 2.91004, -1.78353], [2.23629, 0.95309, 2.02549], [-2.56077, -3.12131, -0.65015], [-0.86678, 6.28478, -0.23193], [-2.00223, 5.11195, 1.62450], [2.02346, -4.98986, 2.49819], [1.81589, 0.57837, -0.99844], [4.92113, 3.38171, 4.77757], [-5.05950, -0.44950, -0.71227], [1.03805, -2.49612, -2.49114], [-1.59451, -0.20946, -5.39155], [-0.68442, -4.40451, -2.79175], [2.35998, -0.56099, -4.74881], [-4.15309, -2.73654, -1.32559], [1.89234, -3.06090, 4.04213], [0.27043, -3.32780, -5.65555], [-3.98198, -3.04705, 0.43035], [-4.67967, 1.59685, 0.64281], [-3.23212, 0.85405, 1.36875], [-4.55537, 2.80010, -3.19590]],
  "forces_ev_per_angstrom": [[-0.1, 0.0, 0.1], [-0.2, 0.1, -0.5], [-0.1, -0.3, -0.2], [0.4, -0.1, 0.0], [0.4, -0.2, -0.3], [-0.3, 0.1, 0.3], [-0.1, 0.1, -0.1], [0.3, 0.1, 0.2], [0.0, 0.0, 0.0], [0.1, 0.1, -0.3], [0.0, 0.0, 0.0], [-0.1, 0.0, 0.0], [-0.1, 0.1, 0.1], [-0.1, 0.0, 0.1], [0.1, 0.0, 0.6], [0.0, 0.0, 0.0], [0.0, 0.0, 0.1], [0.0, 0.0, 0.0], [0.0, 0.0, -0.1], [0.0, 0.0, 0.1], [0.1, -0.1, 0.1], [0.0, 0.0, 0.0], [-0.2, -0.2, 0.1], [0.0, 0.0, 0.0], [0.0, 0.0, 0.0], [0.0, 0.0, 0.0], [0.0, 0.0, 0.0], [0.0, 0.0, 0.0], [0.0, 0.0, -0.1], [0.0, 0.0, 0.0], [0.0, 0.1, 0.0], [0.0, -0.1, 0.0], [0.0, 0.0, 0.0], [0.0, 0.1, 0.0], [-0.1, 0.1, -0.2], [-0.1, -0.1, 0.0], [0.0, 0.0, 0.0], [0.0, 0.0, 0.0], [0.0, 0.1, 0.0], [0.0, 0.0, 0.0], [0.0, 0.0, 0.1], [0.0, 0.0, 0.0], [-0.1, 0.1, 0.0], [0.1, 0.0, 0.0], [0.0, 0.0, 0.0], [0.0, 0.0, 0.0], [-0.1, -0.1, 0.0], [0.0, 0.0, 0.0], [0.1, 0.0, 0.0], [0.0, 0.0, 0.0], [0.0, 0.0, 0.0], [0.0, 0.0, 0.0], [0.0, 0.0, 0.0], [0.0, 0.0, 0.0], [0.0, 0.0, 0.0], [0.0, 0.0, 0.0], [0.0, 0.0, 0.0], [0.0, 0.0, 0.0], [0.0, 0.0, 0.0], [0.0, 0.0, 0.0], [0.0, 0.0, 0.0], [0.0, 0.0, 0.0], [0.0, 0.0, 0.0], [0.0, 0.0, 0.0], [0.0, 0.0, 0.0], [0.0, 0.0, 0.0], [0.0, 0.0, 0.0], [0.0, 0.0, 0.0], [0.0, 0.0, 0.0], [0.0, 0.0, 0.0], [0.0, 0.0, 0.0], [0.0, 0.0, -0.1], [0.0, 0.0, 0.0], [0.0, 0.0, 0.0], [0.0, 0.0, 0.0], [0.0, 0.0, 0.0], [0.0, 0.0, 0.0], [0.0, 0.0, 0.0], [0.0, 0.0, 0.0], [0.0, 0.0, 0.0], [0.0, 0.0, 0.0], [0.0, 0.0, 0.0], [0.0, 0.0, 0.0], [-0.1, 0.0, 0.1], [0.0, 0.0, 0.0], [0.0, 0.0, 0.0], [0.0, 0.0, 0.0], [0.0, 0.0, 0.0], [0.0, 0.0, 0.0], [0.0, 0.0, 0.0], [0.0, 0.0, 0.0], [0.0, 0.0, 0.0], [0.0, 0.1, 0.0], [0.0, 0.0, 0.0]],
  "mulliken_spin": [-0.0001, 2.9565, 0.1380, 0.0025, 0.0070, -0.0065, 0.0143, -0.1118, -0.0788, 0.0021, 0.0197, 0.0000, 0.0001, -0.0005, 0.0250, 0.0126, 0.0241, -0.0016, -0.0001, -0.0684, -0.0065, 0.0000, 0.0338, 0.0001, 0.0001, 0.0015, -0.0003, 0.0000, 0.0005, 0.0000, -0.0003, 0.0335, -0.0322, -0.0002, 0.0630, 0.0079, 0.0004, -0.0569, 0.0015, 0.0006, 0.0150, -0.0001, 0.0235, -0.0264, 0.0053, 0.0043, -0.0068, 0.0002, 0.0194, -0.0002, 0.0000, 0.0271, -0.0022, -0.0012, 0.0000, 0.0000, 0.0000, -0.0042, -0.0001, 0.0004, -0.0001, -0.0002, 0.0000, 0.0081, 0.0222, -0.0001, -0.0001, -0.0002, -0.0002, -0.0002, 0.0016, -0.0041, -0.0070, -0.0003, -0.0393, -0.0009, -0.0121, 0.0000, 0.0001, 0.0000, 0.0071, 0.0000, -0.0078, 0.0041, -0.0002, -0.0019, -0.0002, 0.0019, 0.0000, -0.0004, 0.0060, 0.0032, -0.0122, -0.0017],
  "charge": 1,
  "e_lumo_ev": [-1.796, -1.832],
  "homo_lumo_gap_ev": [8.556, 8.518],
  "multiplicity": 4
}

***

# 2
{
  "formula": "C34H45AsO8SSeTi",
  "method": "ωB97M-V with the def2-TZVPD basis set",
  "species": ["Se", "As", "Ti", "S", "O", "O", "O", "O", "O", "O", "O", "O", "C", "C", "C", "C", "C", "C", "C", "C", "C", "C", "C", "C", "C", "C", "C", "C", "C", "C", "C", "C", "C", "C", "C", "C", "C", "C", "C", "C", "C", "C", "C", "C", "C", "C", "H", "H", "H", "H", "H", "H", "H", "H", "H", "H", "H", "H", "H", "H", "H", "H", "H", "H", "H", "H", "H", "H", "H", "H", "H", "H", "H", "H", "H", "H", "H", "H", "H", "H", "H", "H", "H", "H", "H", "H", "H", "H", "H", "H", "H"],
  "positions_angstrom": [[-1.71611, -2.45001, 0.68475], [-0.79533, 1.88629, -4.03932], [-1.70506, -0.31033, -1.85682], [-3.86858, 0.27348, -3.45066], [-5.08452, -0.09668, -4.10330], [-2.60831, -0.26351, -3.97741], [-0.46295, 1.39885, -5.55208], [-0.42913, 0.85214, -2.73918], [-0.96204, -2.02590, -2.25055], [-3.82171, -0.01480, -1.98495], [0.19747, 3.30586, -3.65852], [-1.68604, 0.45929, -0.12097], [-0.89372, 1.30445, 3.29800], [-1.20472, 2.89286, 1.32103], [-2.52354, 4.11118, -3.61354], [-3.70173, 4.80434, -3.38610], [0.01889, -2.53491, -0.15338], [-1.54266, 0.73720, 6.22352], [1.40887, -2.42958, -2.13835], [2.49026, -2.63712, -1.29020], [-0.50226, -1.49136, 5.89677], [3.66729, -2.98415, 0.92223], [-2.59072, 3.17424, 0.71785], [2.57864, -3.42846, -4.12017], [4.59127, -1.77432, 0.72925], [-3.73160, 2.04720, -3.52088], [-1.42011, 0.34689, 1.16790], [-0.50740, -0.04437, 5.40368], [0.48072, -2.22349, -4.56002], [-4.89872, 4.12372, -3.23489], [2.47608, -0.93913, -3.83123], [-0.12656, 3.00230, 0.23110], [3.35692, -3.10975, 2.41435], [-0.84504, 0.05138, 3.91570], [-1.09621, -1.05770, 3.12446], [-0.92574, 3.98943, 2.35184], [0.88599, 0.54969, 5.65273], [-1.37792, -0.91527, 1.77041], [-2.52027, 2.71624, -3.68295], [0.13059, -2.33095, -1.54108], [-1.17472, 1.49716, 1.95297], [-4.91615, 2.74140, -3.30367], [1.70723, -2.25517, -3.63982], [1.12959, -2.76714, 0.64329], [4.39586, -4.25656, 0.47044], [2.39858, -2.79467, 0.09187], [0.83901, -2.24700, -5.59324], [-2.54309, 0.32943, 6.06671], [2.03892, -4.37206, -4.01290], [0.24118, -2.09210, 5.36918], [-1.07600, -2.05811, 3.53507], [2.68105, -0.77605, -4.89249], [1.87903, -0.10237, -3.46686], [0.97391, -2.89725, 1.70592], [-1.47741, -1.96417, 5.76559], [0.86577, 2.84170, 0.66132], [-1.66614, 3.99502, 3.15546], [-5.81976, 4.66561, -3.06202], [0.06713, 3.88813, 2.79612], [-0.14589, 4.00328, -0.20915], [-2.59746, 4.16831, 0.26114], [-0.69577, 2.17535, 3.90858], [5.50435, -1.89442, 1.31907], [-3.68061, 5.88549, -3.32938], [-1.56326, 1.79038, 5.94004], [3.76093, -5.13300, 0.61426], [4.28821, -3.22563, 2.97385], [3.42660, -0.94889, -3.29138], [-0.11252, -1.32235, -4.44176], [1.13787, 0.50109, 6.71587], [-3.35764, 3.15199, 1.49638], [-1.30924, 0.67933, 7.29032], [2.84400, -2.22251, 2.79116], [-0.96794, 4.96015, 1.85338], [-0.17077, -3.08180, -4.39825], [3.47792, -2.66113, -1.73488], [-0.26923, 2.27736, -0.56643], [-0.25753, -1.51417, 6.96128], [4.66128, -4.20770, -0.58657], [-1.59289, 4.64498, -3.73380], [4.09207, -0.85724, 1.04782], [-5.83690, 2.18555, -3.19273], [2.81621, -3.29113, -5.17779], [3.52031, -3.51614, -3.57800], [0.93553, 1.59323, 5.33913], [5.31528, -4.39719, 1.04576], [-2.85385, 2.44385, -0.04365], [1.09861, 3.10423, -3.93694], [4.87951, -1.65061, -0.31546], [1.64381, -0.00218, 5.09307], [2.73069, -3.97948, 2.62305]],
  "forces_ev_per_angstrom": [[0.0, -0.1, -0.1], [0.0, -0.2, -0.2], [0.0, -0.2, 0.4], [0.0, 0.0, 0.1], [0.0, 0.0, 0.0], [-0.1, 0.0, -0.2], [0.0, 0.0, 0.1], [-0.1, 0.2, 0.0], [0.1, 0.0, -0.1], [0.0, 0.0, 0.0], [0.0, 0.0, 0.1], [0.1, 0.1, -0.1], [0.0, 0.0, 0.0], [0.0, 0.0, 0.0], [-0.1, -0.1, 0.0], [0.1, 0.1, 0.0], [0.0, 0.0, -0.1], [0.0, 0.0, 0.0], [0.1, 0.0, 0.0], [0.0, 0.0, 0.0], [0.0, 0.0, 0.0], [0.0, 0.0, 0.0], [0.0, 0.0, 0.0], [0.0, 0.0, 0.0], [0.0, 0.0, 0.0], [-0.1, -0.1, 0.0], [-0.1, 0.0, -0.1], [0.0, 0.0, 0.0], [0.0, 0.0, 0.0], [-0.1, -0.1, 0.0], [0.0, 0.0, 0.0], [0.0, 0.0, 0.0], [0.0, 0.0, 0.0], [0.0, 0.0, 0.0], [0.0, 0.0, 0.0], [0.0, 0.0, 0.0], [0.0, 0.0, 0.0], [0.0, 0.1, 0.1], [0.0, 0.2, 0.0], [-0.2, 0.0, 0.1], [0.0, 0.0, 0.1], [0.1, 0.1, 0.0], [0.0, 0.0, 0.0], [0.0, 0.0, 0.0], [0.0, 0.0, 0.0], [0.0, 0.0, 0.0], [0.0, 0.0, 0.0], [0.0, 0.0, 0.0], [0.0, 0.0, 0.0], [0.0, 0.0, 0.0], [0.0, 0.0, 0.0], [0.0, 0.0, 0.0], [0.0, 0.0, 0.0], [0.0, 0.0, 0.0], [0.0, 0.0, 0.0], [0.0, 0.0, 0.0], [0.0, 0.0, 0.0], [0.0, 0.0, 0.0], [0.0, 0.0, 0.0], [0.0, 0.0, 0.0], [0.0, 0.0, 0.0], [0.0, 0.0, 0.0], [0.0, 0.0, 0.0], [0.0, 0.0, 0.0], [0.0, 0.0, 0.0], [0.0, 0.0, 0.0], [0.0, 0.0, 0.0], [0.0, 0.0, 0.0], [0.0, 0.0, 0.0], [0.0, 0.0, 0.0], [0.0, 0.0, 0.0], [0.0, 0.0, 0.0], [0.0, 0.0, 0.0], [0.0, 0.0, 0.0], [0.0, 0.0, 0.0], [0.0, 0.0, 0.0], [0.0, 0.0, 0.0], [0.0, 0.0, 0.0], [0.0, 0.0, 0.0], [0.0, 0.0, 0.0], [0.0, 0.0, 0.0], [0.0, 0.0, 0.0], [0.0, 0.0, 0.0], [0.0, 0.0, 0.0], [0.0, 0.0, 0.0], [0.0, 0.0, 0.0], [0.0, 0.0, 0.0], [0.0, 0.0, -0.1], [0.0, 0.0, 0.0], [0.0, 0.0, 0.0], [0.0, 0.0, 0.0]],
  "mulliken_spin": [-0.0018, 0.0066, 0.9404, -0.0005, -0.0013, 0.0090, 0.0021, 0.0056, 0.0151, 0.0050, -0.0001, 0.0045, 0.0001, 0.0024, 0.0002, -0.0005, -0.0166, -0.0001, 0.0047, 0.0031, -0.0001, -0.0001, 0.0009, -0.0002, -0.0004, -0.0324, 0.0194, 0.0001, 0.0023, 0.0006, -0.0007, -0.0016, 0.0000, 0.0003, 0.0026, -0.0002, -0.0001, -0.0220, 0.0299, 0.0170, -0.0006, -0.0004, -0.0037, 0.0050, -0.0002, -0.0047, 0.0001, 0.0000, 0.0000, 0.0000, 0.0007, 0.0000, 0.0004, 0.0026, 0.0000, 0.0001, 0.0000, 0.0000, 0.0000, -0.0001, 0.0000, 0.0000, 0.0000, 0.0000, 0.0000, -0.0001, 0.0000, 0.0002, -0.0012, 0.0000, 0.0002, 0.0000, 0.0000, 0.0000, 0.0007, 0.0006, 0.0048, 0.0000, 0.0000, 0.0003, 0.0000, 0.0003, 0.0000, 0.0000, 0.0000, 0.0000, 0.0018, -0.0001, 0.0000, 0.0000, 0.0000],
  "charge": -1,
  "e_lumo_ev": [2.315, 2.314],
  "homo_lumo_gap_ev": [7.111, 7.728],
  "multiplicity": 2
}

***

Number 1: E_tot -170857.73526 eV. Number 2: E_tot -212511.83349 eV.